# 1
A molecular structure, C22H40Cl2N4Pt in a non-equilibrium geometry. Source: OMol25; level of theory: ωB97M-V/def2-TZVPD.

Computed properties:
Orbital gap (spin up / spin down) in eV: 1.5 / 5.7
LUMO level (spin up / spin down) in eV: 4.3 / 4.0
HOMO level (spin up / spin down) in eV: 2.76 / -1.74

Structure (ORCA input):
```
! wB97M-V def2-TZVPD RIJCOSX def2/J DEFGRID3
* xyz -2 5
Pt -0.2804 -0.5250 0.9575
Cl -2.1804 0.4608 -0.0870
C -0.8543 -2.0829 4.5890
C -0.9010 -1.4765 2.4564
N -0.7789 -0.9876 3.7127
H -1.0463 -4.1962 4.2597
N -1.0767 -2.8107 2.4995
H -0.6985 -2.0990 5.6596
C -0.3976 0.4305 3.9857
C -0.8042 0.8599 5.3920
C 1.1015 0.6438 3.7694
H -0.2574 0.3030 6.1687
H -0.5466 1.9372 5.4970
H -1.8939 0.7679 5.5243
H -0.6863 2.3991 3.2083
H -2.1043 1.3397 2.9271
H 1.3815 0.4225 2.7249
C -1.0188 1.3805 2.9668
H 1.7337 0.0200 4.4077
H 1.3229 1.7096 3.9527
H -0.6112 1.1765 1.9387
C -1.0321 -3.1844 3.8392
C 0.3583 -3.9561 0.7968
H 0.9241 -4.5582 1.5138
H 0.2958 -4.4794 -0.1712
C -1.0891 -3.6488 1.2643
H -1.7259 -3.5712 -0.7736
C -1.8502 -4.9604 1.4646
H -2.9072 -4.7521 1.6810
H 0.8985 -3.0093 0.6411
H -0.9647 -2.0725 -0.2413
H -1.3978 -5.5921 2.2426
H -1.8101 -5.5179 0.5035
C -1.6700 -2.8868 0.0820
H -2.6386 -2.4407 0.2812
C 0.7849 3.3581 -3.9821
N 1.3111 2.9004 -2.7600
H 0.3170 2.2651 -5.8214
N 0.9526 1.1545 -3.9793
H 0.7295 4.4159 -4.3283
C 1.1672 3.5286 -1.4222
C 1.8796 4.8687 -1.4203
C -0.2853 3.7279 -0.8598
H 1.3986 5.5593 -2.1014
H 1.8594 5.3268 -0.4295
H 2.9156 4.7385 -1.7088
H 1.7599 3.1116 0.6476
H 2.7309 2.1990 -0.5749
H -0.7794 2.7752 -0.6388
C 1.7253 2.5710 -0.3407
H -0.9304 4.3115 -1.5077
H -0.1985 4.2801 0.0940
H 1.0623 1.6882 -0.1996
C 0.5718 2.2702 -4.7329
C -1.0840 -0.4210 -3.5934
H -1.7945 0.0929 -4.2366
H -1.3159 -1.5035 -3.6776
C 0.4134 -0.2282 -3.9975
H 0.6910 -2.1051 -2.9250
C 0.6173 -0.7998 -5.3852
H 1.6608 -0.7387 -5.6658
H -1.2833 -0.1350 -2.5553
H 0.8740 -0.6523 -1.8865
H 0.0178 -0.2701 -6.1174
H 0.3202 -1.8470 -5.4290
C 1.0958 -1.0601 -2.8916
H 2.1824 -1.1068 -3.0214
C 1.7996 1.6682 -3.0285
Cl 2.0398 -0.9871 0.8421
*
```



# 2
A molecular structure, C22H22MnN8O7S. Source: OMol25; level of theory: ωB97M-V/def2-TZVPD.

Computed properties:
Energy relative to the best compared isomer or geometry (same formula, charge and spin) in eV: 0.0633
Orbital gap (spin up / spin down) in eV: 7.4 / 7.4
LUMO level (spin up / spin down) in eV: -0.5 / -0.5
HOMO level (spin up / spin down) in eV: -7.86 / -7.90

Structure (ORCA input):
```
! wB97M-V def2-TZVPD RIJCOSX def2/J DEFGRID3
* xyz 0 6
Mn -0.9220 2.3537 -0.1757
N 3.6613 -3.3246 -1.0063
C 3.4343 -1.9497 -0.9815
C 2.7116 -1.3337 -2.0043
C 2.4026 0.0121 -1.9349
C 2.8431 0.7693 -0.8590
C 3.6035 0.1802 0.1447
C 3.8832 -1.1724 0.0908
S 2.4286 2.4793 -0.7677
O 3.5612 3.1923 -0.2473
O 1.8859 2.8488 -2.0567
N 1.1591 2.5716 0.2226
C 1.1825 2.5058 1.5736
N 2.2450 2.1306 2.2956
C 2.0655 2.0597 3.6065
C 0.8586 2.3330 4.2335
C -0.1831 2.7063 3.4021
N -0.0368 2.8150 2.0918
H 3.6474 -3.7465 -1.9218
H 4.4477 -3.6384 -0.4596
H 2.3800 -1.9220 -2.8527
H 1.8261 0.4870 -2.7171
H 3.9568 0.7876 0.9664
H 4.4621 -1.6360 0.8816
H 2.9319 1.7584 4.1877
H 0.7389 2.2556 5.3034
H -1.1663 2.9351 3.8001
N -2.0967 5.1794 -1.1983
N -0.9687 4.2616 -1.3273
H -2.0162 5.5791 -0.2682
H -2.9115 4.5736 -1.1378
H -0.1223 4.7772 -1.0983
H -0.8648 4.0830 -2.3230
O -1.0952 0.3040 0.8593
C -0.8385 -0.2186 -0.2551
O -0.8383 0.4507 -1.3271
C -0.4822 -1.6747 -0.3197
C -0.4293 -2.3194 -1.5496
C -0.0270 -3.6411 -1.6262
C 0.3315 -4.2819 -0.4545
C 0.2731 -3.6727 0.7847
C -0.1487 -2.3541 0.8447
N 0.8225 -5.6723 -0.5365
O 0.8893 -6.1825 -1.6376
O 1.0975 -6.2368 0.5024
H -0.6799 -1.7592 -2.4401
H 0.0384 -4.1682 -2.5663
H 0.5703 -4.2195 1.6668
H -0.1912 -1.8247 1.7867
O -3.0821 2.4154 -0.3695
N -3.6686 1.2427 -0.2404
C -3.7993 0.4509 -1.3160
C -4.3635 -0.8005 -1.1928
C -4.7937 -1.2399 0.0478
C -4.6403 -0.4041 1.1426
C -4.0660 0.8348 0.9754
H -3.4069 0.8666 -2.2297
H -4.4484 -1.4202 -2.0738
H -5.2318 -2.2216 0.1619
H -4.9467 -0.7063 2.1334
H -3.8736 1.5412 1.7668
*
```